Computed, not measured: a structure of composition C23H28N2O2P2S3Y, with ωB97M-V/def2-TZVPD.

Structure (XYZ):
```
61
Properties=species:S:1:pos:R:3:forces:R:3
Y 0.595655 0.736912 -0.736722 0.30 -0.46 -0.02
S 3.030360 1.880453 -0.089574 -0.08 0.11 0.05
S 5.078755 1.188725 -2.122911 0.17 0.00 -0.07
S 2.216486 0.952820 -2.831559 0.02 0.01 -0.02
P 0.492745 -0.536919 1.981322 0.03 0.04 -0.15
P 2.692206 -1.556968 -0.168496 -0.17 0.16 0.05
O -0.257738 2.753860 -0.462157 0.02 0.00 0.06
O -0.173034 -1.410992 -0.914201 0.11 0.20 0.01
N -2.297570 2.151035 -1.341906 0.03 0.09 0.06
N -1.812185 0.842614 -1.164622 -0.20 -0.02 -0.04
C 1.919620 -2.763600 0.991164 0.05 -0.07 -0.03
C 3.485642 1.366219 -1.680842 -0.05 -0.12 -0.01
C -1.042290 6.770292 -1.150925 0.00 0.03 0.00
C 3.091773 -2.559792 -1.639146 0.01 0.04 -0.07
C -1.139083 -3.560190 -1.017262 0.01 0.02 0.05
C 1.314525 0.046782 3.508854 -0.02 0.02 0.01
C -2.503803 -1.469914 -1.193398 0.00 -0.04 -0.03
C 0.410843 -3.216849 2.820727 -0.01 0.01 0.01
C -1.415911 3.025696 -0.966467 -0.05 -0.01 -0.01
C 2.234498 -4.121692 0.965737 0.00 0.01 0.01
C -3.033532 4.874746 -1.513695 -0.01 0.03 -0.02
C -2.745370 -0.062692 -1.288291 -0.06 0.06 0.00
C -1.751391 4.468564 -1.150942 -0.07 0.01 0.01
C -0.757745 5.424710 -0.967680 -0.02 -0.05 0.02
C 1.644270 -5.019707 1.840266 0.01 0.00 -0.01
C -4.170618 0.355134 -1.550295 0.02 0.00 0.02
C 4.340923 -1.370848 0.603311 0.01 0.01 0.00
C 0.729007 -4.564495 2.777756 -0.01 0.00 0.01
C -1.271929 -2.057449 -1.046235 0.02 -0.01 0.02
C 0.985206 -2.308492 1.931169 -0.07 -0.01 0.07
C -2.320912 7.171816 -1.510221 0.02 0.02 0.00
C -1.270957 -0.603881 2.461625 -0.03 0.00 0.04
C -3.316843 6.219772 -1.690089 -0.01 -0.04 0.01
H -4.226356 0.922867 -2.478889 0.00 0.00 0.00
H 3.731760 -3.421501 -1.441488 0.00 0.00 0.03
H -0.391385 -3.865046 -1.751695 -0.01 -0.01 -0.01
H 0.998004 1.072118 3.706101 0.01 -0.01 0.01
H -1.825986 -1.096852 1.660227 0.00 0.00 0.00
H 4.924963 -0.693207 -0.023662 0.01 0.00 0.00
H -4.316722 6.528506 -1.971097 0.00 0.00 0.00
H -4.518935 1.025522 -0.764333 0.00 0.00 0.00
H 0.261668 -5.254419 3.469578 0.00 0.00 0.00
H -2.080549 -4.067283 -1.223045 -0.01 0.01 0.01
H 1.898779 -6.071501 1.790122 0.00 0.00 0.00
H 4.230942 -0.901350 1.581342 -0.01 0.00 0.00
H -0.259884 7.507101 -1.016092 -0.01 0.00 0.00
H -3.794161 4.119618 -1.659266 0.00 0.00 0.00
H -0.768443 -3.867553 -0.034866 0.01 0.00 -0.02
H 2.392853 0.054052 3.348879 0.00 0.01 -0.01
H -3.360679 -2.118965 -1.307346 0.00 0.00 0.00
H 0.232779 5.090119 -0.689171 0.00 0.00 0.00
H 3.606683 -1.881698 -2.323923 0.00 -0.01 0.00
H -1.464025 -1.108387 3.409367 0.02 0.00 0.00
H 1.081259 -0.580424 4.371324 -0.01 -0.01 -0.01
H -1.634038 0.422885 2.533547 0.01 0.00 -0.01
H 2.950461 -4.487999 0.240903 0.00 0.00 -0.01
H -4.822118 -0.515047 -1.608260 0.01 0.00 0.00
H -0.307624 -2.874291 3.555376 0.00 0.00 0.00
H -2.541956 8.222849 -1.652810 0.00 0.00 0.00
H 2.165145 -2.877248 -2.117609 -0.01 -0.01 0.01
H 4.855963 -2.328540 0.712492 -0.01 0.00 0.00
```
Positions in Å, forces in eV/Å.

Properties
Total charge: -1

Computed, not measured: a structure of composition C22H27NO4 at a distorted geometry, with ωB97M-V/def2-TZVPD.

Structure (XYZ):
```
54
Properties=species:S:1:pos:R:3:forces:R:3
O 0.495922 -1.483250 -1.100158 -1.98 -0.93 0.33
O 0.408582 0.861417 -0.885539 -0.18 -4.65 0.64
O 3.402762 -2.577668 0.282509 3.08 -3.80 1.58
O -7.989344 1.007992 -0.361076 0.73 -3.59 1.14
N 2.602498 -0.448308 0.782479 -7.81 -2.34 -15.62
C -0.080453 -0.323264 -0.870818 -1.75 4.22 -2.45
C 5.297156 1.001204 1.019788 2.62 -1.54 -2.23
C 4.158244 1.183742 1.877809 -3.59 -3.55 -8.82
C 7.846579 0.697209 0.661595 1.14 -0.74 7.83
C -3.771778 0.528040 -0.680685 -4.69 1.30 0.76
C -8.968492 -0.395574 -0.262977 4.63 2.04 0.45
C 1.768805 -1.658165 -1.466546 5.23 7.76 3.12
C -6.573157 0.749469 -0.277474 -11.14 -11.93 0.13
C -8.832740 -1.167237 0.976971 1.55 -0.64 0.79
C 6.502093 1.265883 -1.287729 -0.80 -5.72 1.08
C -5.893842 -0.436362 -0.299714 -1.88 -7.76 -2.45
C 2.803670 -1.624805 0.064475 -4.62 4.11 -3.37
C 6.518943 0.756903 1.473859 2.06 3.03 3.36
C -2.410092 0.454115 -0.678019 3.36 6.64 -1.34
C 3.155012 -0.159564 1.831338 7.99 2.42 11.11
C -4.577511 -0.631322 -0.717779 0.34 1.24 1.80
C -8.893458 -2.483108 1.064349 -0.66 3.71 -4.38
C -4.533780 1.820660 -0.452537 9.20 -2.05 -1.58
C 5.198487 0.936505 -0.537504 1.26 -5.01 0.81
C -5.795190 1.635779 -0.300024 3.07 18.11 0.00
C 7.546379 0.221912 -0.644502 3.69 3.85 -3.25
C -1.578871 -0.505166 -1.012864 2.01 0.49 2.19
H -2.045790 1.654327 -0.633567 0.01 -3.49 0.19
H -6.402845 -1.549223 -0.415084 0.46 3.12 0.81
H 4.194605 1.492815 2.766037 1.14 2.30 7.17
H 8.547456 -0.157099 1.541125 -1.72 2.12 -3.14
H -8.473150 -0.679677 1.843271 -0.20 1.15 0.86
H -3.944582 2.872158 -0.543519 -1.69 -2.78 0.45
H -4.146139 -1.665764 -0.804340 -0.62 1.30 -0.01
H -9.139062 -2.942751 0.174567 -0.43 -1.22 -2.18
H -8.945665 -3.131138 1.777453 0.31 -3.00 5.11
H 6.390078 0.884708 -2.315909 0.16 1.62 0.04
H -9.843850 0.084271 -0.303138 -3.34 1.90 -0.30
H 6.753122 2.167385 -0.888264 1.20 3.18 -0.50
H 7.170591 -0.707015 -0.542895 -1.32 -3.24 -0.34
H 2.107904 -2.523910 -1.813226 0.21 -3.84 -1.78
H -2.034862 -1.431419 -0.909806 0.00 -2.22 -0.54
H 1.968225 0.168431 -0.012843 2.07 -0.85 3.63
H -8.722944 -0.849349 -1.179852 0.19 -0.96 -0.90
H 4.797991 -0.143474 -0.968375 1.38 1.76 1.47
H 3.576352 1.885052 1.266410 -0.60 0.35 0.56
H -6.263920 2.683261 -0.310682 -0.06 -1.16 0.22
H 2.200365 -0.675203 -2.099377 -1.25 -2.69 1.32
H 2.485707 0.152787 2.649264 -0.06 -0.84 0.33
H 6.657127 1.093051 2.629502 -0.14 -1.35 -2.50
H 3.841634 -1.161316 2.015667 -1.43 2.57 0.78
H 4.365810 1.370370 -0.839484 -3.54 3.33 -1.49
H 8.479206 1.651133 0.855463 -1.24 -1.41 -0.83
H 8.620211 0.230549 -1.137622 -2.36 -0.35 -0.06
```
Positions in Å, forces in eV/Å.

HOMO level readings, ordered: -4.08, -7.93 eV
Energy above the lowest of the compared OMol25 structures with the same formula, charge and spin readings, ordered: 0.00, 1696.35 kJ/mol
Gap between HOMO and LUMO readings, ordered: 6.52, 7.40 eV